1.
Density functional theory data (the ωB97M-V functional and the def2-TZVPD basis) for 4 unconnected molecules or ions with the total composition C25H53FO11S.

The geometry in ORCA input format:
```
! wB97M-V def2-TZVPD RIJCOSX def2/J DEFGRID3
* xyz 0 1
C 2.950 -0.719 -0.694
C 2.618 0.766 -0.619
S 1.111 1.353 -1.485
C 0.190 -0.107 -2.039
C -1.359 0.042 -1.927
C -1.928 1.408 -1.512
C -3.026 1.100 -0.538
O -3.918 1.773 -0.184
O -2.817 -0.146 -0.017
C -2.027 -0.922 -0.897
F -1.141 -1.619 -0.120
H 3.266 -1.013 -1.703
H 2.110 -1.351 -0.389
H 3.778 -0.932 -0.006
H 2.531 1.083 0.427
H 3.429 1.342 -1.081
H 0.438 -0.302 -3.088
H 0.513 -0.977 -1.467
H -1.773 -0.226 -2.906
H -1.185 1.977 -0.932
H -2.280 2.036 -2.336
H -2.677 -1.661 -1.380
C -0.671 -6.394 -5.568
O -1.950 -5.968 -5.161
C -2.956 -6.907 -5.492
C -4.245 -6.589 -4.770
O -4.245 -6.985 -3.408
C -3.638 -6.088 -2.494
C -4.540 -4.952 -2.068
O -4.591 -3.951 -3.069
C -5.597 -2.998 -2.816
H -0.623 -6.545 -6.653
H 0.038 -5.615 -5.290
H -0.387 -7.330 -5.074
H -2.632 -7.920 -5.219
H -3.141 -6.888 -6.576
H -5.039 -7.172 -5.241
H -4.483 -5.528 -4.874
H -2.700 -5.693 -2.892
H -3.417 -6.684 -1.607
H -4.156 -4.523 -1.131
H -5.547 -5.343 -1.875
H -6.593 -3.453 -2.794
H -5.562 -2.264 -3.619
H -5.429 -2.488 -1.859
C 3.053 9.550 2.373
O 2.454 8.670 1.451
C 3.327 8.327 0.392
C 2.783 7.152 -0.388
O 2.981 5.903 0.256
C 2.024 5.549 1.241
C 0.754 4.963 0.669
O -0.103 5.980 0.185
C -1.146 5.455 -0.603
H 3.358 10.488 1.894
H 2.315 9.771 3.141
H 3.934 9.096 2.842
H 4.318 8.068 0.788
H 3.443 9.183 -0.288
H 3.346 7.088 -1.322
H 1.729 7.312 -0.625
H 1.788 6.397 1.889
H 2.505 4.775 1.843
H 0.236 4.390 1.453
H 1.008 4.273 -0.147
H -0.754 4.932 -1.484
H -1.765 6.289 -0.927
H -1.769 4.754 -0.031
C -0.872 0.248 3.180
O 0.133 -0.701 3.464
C 1.087 -0.795 2.426
C 2.325 -1.518 2.907
O 3.191 -0.705 3.684
C 2.862 -0.575 5.058
C 3.341 -1.730 5.907
O 2.476 -2.841 5.775
C 3.020 -4.010 6.341
H -1.422 -0.008 2.267
H -1.564 0.250 4.020
H -0.446 1.252 3.066
H 1.367 0.211 2.081
H 0.658 -1.340 1.573
H 2.910 -1.800 2.031
H 2.044 -2.427 3.443
H 1.788 -0.428 5.195
H 3.385 0.322 5.396
H 3.377 -1.409 6.959
H 4.359 -2.005 5.600
H 3.956 -4.294 5.845
H 2.291 -4.807 6.210
H 3.218 -3.882 7.412
*
```

LUMO level in Eh: 0.014
SMILES string: CCSC[C@@H]1CC(=O)O[C@@H]1F.COCCOCCOC.COCCOCCOC.COCCOCCOC
Energy in Ha: -2309.8788

Results of the Mulliken charge analysis, in e, for atoms 1 through 8: -1.355 -0.129 -0.146 -0.688 0.066 -0.043 0.299 -0.558



2.
Density functional theory data (the ωB97M-V functional and the def2-TZVPD basis) for 7 unconnected molecules or ions with the total composition C25H53N3O7.

The geometry in ORCA input format:
```
! wB97M-V def2-TZVPD RIJCOSX def2/J DEFGRID3
* xyz 0 1
C -4.976 0.339 -11.384
N -4.365 -0.082 -10.093
C -3.202 0.328 -9.637
C -2.945 0.004 -8.226
O -2.413 0.940 -10.312
H -4.584 1.338 -11.577
H -6.041 0.309 -11.158
H -4.821 -0.338 -12.224
H -4.945 -0.712 -9.558
H -3.361 0.794 -7.600
H -1.889 -0.218 -8.071
H -3.438 -0.920 -7.924
C 1.372 6.466 -12.249
N 0.520 6.225 -11.109
C 0.225 7.081 -10.157
C -0.751 6.540 -9.116
O 0.641 8.249 -10.193
H 2.332 6.099 -11.886
H 1.590 7.531 -12.334
H 1.080 6.102 -13.234
H 0.061 5.325 -11.105
H -1.127 7.501 -8.765
H -0.208 5.947 -8.381
H -1.400 5.820 -9.614
C 0.304 16.545 -7.711
N 0.069 17.662 -6.847
C -1.183 18.013 -6.485
C -1.481 19.313 -5.634
O -2.173 17.312 -6.735
H -0.455 16.327 -8.463
H 0.296 15.587 -7.192
H 1.199 16.843 -8.259
H 0.788 18.371 -6.842
H -0.722 20.012 -5.987
H -1.207 19.013 -4.623
H -2.471 19.768 -5.663
C -1.449 2.374 -19.009
C -2.256 1.083 -19.192
C -1.596 0.324 -20.267
O -0.202 0.561 -20.033
C -0.006 1.877 -19.434
H -1.330 2.616 -17.953
H -1.844 3.253 -19.518
H -3.252 1.356 -19.539
H -2.474 0.669 -18.207
H -1.837 0.617 -21.289
H -1.693 -0.761 -20.307
H 0.357 2.447 -20.289
H 0.746 1.906 -18.645
C 0.822 9.072 -2.058
C 0.930 8.692 -0.585
C 1.455 10.022 -0.074
O 2.409 10.503 -0.985
C 1.949 10.079 -2.275
H -0.110 9.622 -2.187
H 0.766 8.124 -2.593
H 1.691 7.934 -0.398
H -0.059 8.390 -0.240
H 1.936 9.977 0.903
H 0.668 10.727 0.193
H 2.732 9.486 -2.748
H 1.495 10.876 -2.863
C 4.883 8.843 -22.108
C 3.530 9.247 -21.418
C 3.629 8.614 -20.054
O 4.395 7.406 -20.311
C 5.440 7.725 -21.164
H 5.583 9.646 -21.877
H 4.692 8.419 -23.093
H 2.624 8.844 -21.872
H 3.502 10.332 -21.517
H 2.670 8.299 -19.642
H 4.104 9.247 -19.304
H 5.939 6.900 -21.674
H 6.288 8.150 -20.627
C 10.698 9.391 -12.250
C 9.176 9.206 -12.553
C 8.472 10.117 -11.578
O 9.471 10.899 -10.912
C 10.602 10.810 -11.618
H 11.160 9.239 -13.225
H 11.019 8.586 -11.589
H 8.749 8.235 -12.301
H 8.806 9.502 -13.535
H 7.943 9.510 -10.843
H 7.744 10.814 -11.993
H 11.480 11.045 -11.017
H 10.811 11.609 -12.329
*
```

LUMO level in Eh: 0.020
SMILES string: CNC(C)=O.CNC(C)=O.CNC(C)=O.C1CCOC1.C1CCOC1.C1CCOC1.C1CCOC1
Energy in Ha: -1675.1433

Results of the Mulliken charge analysis, in e, for atoms 1 through 8: -0.801 -0.221 0.723 -1.025 -0.636 0.285 0.315 0.243



The evaluated HOMO energy for the records listed, in turn: -8.811, -9.292 eV.
The evaluated M for the records listed, in turn: 580.753, 507.713 g/mol.